# 1
Density functional theory data (the ωB97M-V functional and the def2-TZVPD basis) for a structure of composition C31H47MnNO3P2S at a distorted geometry.

Results
- ⟨S²⟩: 6.35
- Energy above the lowest of the compared OMol25 structures with the same formula, charge and spin: 245.4 kcal/mol
- Max |F|: 0.0748 Eh/bohr
- HOMO level (spin up / spin down): -7.79 / -7.02 eV
- Multiplicity: 5
- Total charge: +1

```
86
Properties=species:S:1:pos:R:3:forces:R:3
Mn 0.8311 -1.2469 -2.3604 -0.2 -0.5 3.8
C -0.2203 -2.4779 1.9096 0.3 1.2 1.4
C 1.1328 -2.6514 1.5028 0.2 1.3 0.0
C 1.1237 -1.1580 3.2460 0.0 -1.0 -0.9
C -0.2221 -1.5905 3.0331 0.8 -0.5 -1.3
C 1.9447 -1.7577 2.2399 -1.4 -0.1 0.6
C -1.4131 -3.1797 1.3966 -0.4 -0.3 0.1
H -1.1859 -3.6956 0.4654 -0.1 -0.2 -0.2
H -2.2064 -2.4472 1.1937 -0.1 -0.4 0.1
H -1.7822 -3.9310 2.1124 -0.2 0.1 -0.2
C -1.3114 -1.4913 4.0293 -0.4 0.0 0.3
H -2.2926 -1.4377 3.5300 0.2 -0.1 0.4
H -1.1811 -0.6115 4.6872 -0.2 -0.4 -0.2
H -1.2939 -2.4101 4.6508 -0.2 0.5 0.0
C 1.6290 -0.5510 4.5043 0.2 0.2 0.3
H 1.3042 -1.1858 5.3638 0.2 0.6 -0.4
H 1.2520 0.4876 4.6511 0.3 -0.6 0.1
H 2.7393 -0.5545 4.4997 -0.6 0.2 0.1
C 3.4026 -1.5707 2.0958 0.3 -0.2 0.2
H 3.9241 -2.1892 2.8318 0.4 0.1 0.0
H 3.6958 -0.5283 2.2494 0.1 -0.1 0.0
H 3.7429 -1.8827 1.1090 0.1 0.0 -0.1
C 1.6312 -3.6971 0.5858 0.4 -0.5 -0.9
H 1.9747 -4.6250 1.1186 -0.3 0.7 -0.5
H 2.4756 -3.3082 -0.0135 0.0 -0.4 0.2
H 0.8514 -3.9799 -0.1455 0.2 -0.2 0.3
C -1.3244 0.2762 -4.2391 -2.0 -0.5 -0.9
C -1.5319 -1.0607 -4.1686 -1.0 0.5 -1.3
C -0.7316 -2.1303 -4.8873 0.5 -0.1 0.3
C 0.8180 -1.8961 -5.0343 0.5 -0.5 -0.5
C 1.6170 -1.1721 -3.9868 0.9 0.7 0.2
C 1.4592 0.2365 -3.5767 2.2 -0.2 -2.7
C 0.9937 1.2106 -4.6803 0.2 0.0 0.2
C -0.4429 0.9887 -5.2132 0.9 0.6 0.1
H -1.0585 -2.3148 -5.9296 -0.3 0.3 0.5
H 1.0341 -1.3348 -5.9608 -0.2 -0.7 0.0
H -0.9402 -3.0806 -4.3528 0.3 0.4 -0.3
H -0.3868 0.4732 -6.1909 -0.3 0.2 0.6
H -2.0925 0.9361 -3.7850 0.5 -0.6 -0.1
H -2.5244 -1.4396 -3.8010 1.2 0.5 0.3
H -0.8244 2.0113 -5.3659 -0.3 -0.6 -0.3
H 1.1204 2.2452 -4.3044 -0.2 -0.5 -0.1
H 2.3423 0.7436 -3.1257 -0.8 -0.9 -0.1
H 1.6925 1.1379 -5.5489 -0.3 0.0 0.7
H 1.2677 -2.9155 -5.0431 -0.3 0.8 -0.7
H 2.4013 -1.8120 -3.4496 0.0 0.7 -0.9
P -1.4705 0.6795 -0.5359 1.3 -0.6 -0.8
P 2.1112 0.9406 -0.1891 -0.1 -0.4 -1.3
C -0.3751 1.8592 -1.4525 -0.4 0.2 0.0
C 1.1424 2.2159 -1.1905 -0.3 0.3 0.0
H -0.9969 2.7624 -1.2691 0.5 -0.1 -0.7
H -0.4687 1.4961 -2.4989 -0.3 0.5 0.6
H 1.6626 2.4473 -2.1556 -0.7 -0.2 0.8
H 1.0953 3.1553 -0.6070 0.4 -0.6 -0.4
C 2.9639 2.0485 0.9424 0.7 0.2 0.9
H 2.9633 1.5259 1.9031 0.3 0.5 0.0
H 2.5256 3.0393 1.0499 -0.3 -0.2 0.1
H 3.9875 2.2096 0.5941 0.0 -0.1 0.2
C 3.6770 0.5397 -1.1652 -0.4 0.0 -0.2
H 4.1847 1.4750 -1.4817 -0.2 -0.6 0.1
H 3.4965 -0.1167 -2.0479 0.4 0.3 0.9
H 4.3078 0.0128 -0.4225 -0.2 0.2 -0.5
C -3.1453 0.7441 -1.1388 0.3 0.7 -0.4
H -3.7954 0.4882 -0.2769 0.1 0.5 -0.7
H -3.2261 -0.0603 -1.9071 -0.2 1.0 0.4
H -3.1791 1.7826 -1.5497 -1.0 -0.8 0.2
C -1.0362 -0.9759 -1.0990 -1.0 -1.1 0.6
H -0.4052 -1.3644 -0.2463 0.5 -0.4 -0.7
H -0.7785 -0.8000 -2.2362 -1.5 0.0 1.8
H -1.9637 -1.6578 -1.1604 1.4 1.1 0.4
O -3.1506 -0.3393 1.7098 1.3 2.5 0.0
C -2.4749 0.6949 1.8854 -1.8 -2.9 -0.3
N -1.4417 1.0684 1.0530 1.4 1.0 -0.3
S -0.3312 2.4211 1.9562 0.9 -0.9 1.7
O 0.7421 1.7341 2.6439 -1.3 0.8 -1.3
O -0.0828 3.6500 1.2380 -0.6 -1.2 -0.2
C -1.6364 2.5857 3.0808 -1.6 0.3 0.8
C -1.6974 3.5552 4.0698 0.2 0.3 0.2
C -2.8545 3.6979 4.8516 -0.2 -0.5 -0.4
C -3.9404 2.8218 4.6300 0.3 0.5 0.2
C -3.8553 1.7978 3.6848 0.1 -0.1 0.1
C -2.6898 1.6843 2.9227 -0.1 0.6 0.6
H -0.8280 4.1807 4.2263 -0.1 0.2 0.1
H -2.9245 4.4982 5.6088 0.1 -0.6 -0.5
H -4.8557 2.9675 5.2128 0.4 -0.2 -0.3
H -4.6905 1.1031 3.5243 0.5 0.3 0.1
```
Forces are in eV/Å.

Here are the Löwdin charges for atoms 1 to 5, given in e: 0.759 -0.266 -0.272 -0.242 -0.250

# 2
Density functional theory data (the ωB97M-V functional and the def2-TZVPD basis) for a structure of composition C31H47NO3OsP2S at a distorted geometry.

Results
- ⟨S²⟩: 6.08
- Energy above the lowest of the compared OMol25 structures with the same formula, charge and spin: 284.9 kcal/mol
- Max |F|: 0.1023 Eh/bohr
- HOMO level (spin up / spin down): -10.29 / -11.78 eV
- Multiplicity: 5
- Total charge: +2

```
86
Properties=species:S:1:pos:R:3:forces:R:3
Os -0.2309 1.9801 -2.4941 0.2 -2.5 -3.6
C 0.5000 0.3604 0.8583 1.0 0.4 -0.7
C 1.4840 0.7912 -0.0362 -1.7 -0.7 0.5
C -0.5451 1.9659 -0.5644 1.3 0.2 3.1
C -0.6915 1.0899 0.6228 1.1 0.4 -0.1
C 0.9641 1.9387 -0.9231 -1.4 -0.3 2.9
C 0.6929 -0.6354 1.9662 0.0 -0.5 0.1
H 1.4847 -1.3678 1.6992 -0.5 0.4 0.2
H -0.2563 -1.1834 2.1301 0.8 0.2 0.0
H 0.9793 -0.1747 2.9394 -0.2 -0.1 -0.7
C -1.7007 1.1414 1.7078 -1.0 -0.1 -0.1
H -1.8627 0.1031 2.0796 0.2 0.8 -0.2
H -2.6720 1.5399 1.3707 0.4 -0.1 0.2
H -1.3716 1.7300 2.6086 0.1 -0.4 -0.9
C -1.2871 3.2820 -0.5538 -0.2 -1.2 0.4
H -0.8046 3.9425 0.1656 -0.1 0.6 -0.5
H -2.3139 3.0639 -0.2437 0.1 0.4 -0.3
H -1.3275 3.7156 -1.5771 -0.1 0.5 -0.3
C 1.8202 3.1578 -0.7911 -0.3 -0.4 0.0
H 1.7054 3.5825 0.1953 0.2 0.4 0.3
H 1.5306 3.8542 -1.5504 0.0 0.9 -0.4
H 2.8439 2.8726 -0.9703 0.5 0.1 0.0
C 2.8507 0.2655 0.0071 0.6 -0.2 -0.6
H 3.3706 0.4857 0.9366 -0.1 0.2 0.3
H 3.4330 0.6672 -0.8163 0.3 -0.1 0.1
H 2.8426 -0.8314 -0.0677 0.0 0.3 0.0
C -0.8066 -2.1883 -1.4198 0.2 0.6 0.3
C 0.2999 -2.7461 -0.9128 0.2 -0.1 -0.9
C 1.6607 -3.0327 -1.5508 0.0 -1.0 0.0
C 2.1416 -2.1096 -2.7026 0.9 -0.9 0.1
C 1.8199 -0.6747 -2.5733 -1.9 3.5 -1.6
C 0.5813 0.0095 -2.8695 2.5 -2.2 0.1
C -0.4737 -0.7776 -3.5921 0.3 0.7 1.5
C -1.1322 -1.9876 -2.8760 0.0 0.1 -0.3
H 1.7324 -4.1161 -1.8734 -0.1 1.1 0.2
H 1.8542 -2.5484 -3.6769 -0.4 0.5 0.2
H 2.4292 -2.9549 -0.7499 -0.6 -0.1 -0.3
H -0.9388 -2.8892 -3.4674 0.4 0.0 0.2
H -1.5527 -1.7449 -0.7208 0.4 -1.1 -0.5
H 0.2325 -3.1485 0.0725 0.1 0.4 1.0
H -2.2299 -1.9221 -2.9459 0.4 0.3 0.0
H -1.3110 -0.1109 -3.9107 0.9 -0.7 -0.2
H 0.9336 0.9259 -3.5588 0.1 -0.3 0.9
H 0.1631 -1.1079 -4.5104 -1.6 0.6 1.6
H 3.2595 -2.1630 -2.7470 -0.9 -0.1 0.2
H 2.6804 0.0188 -2.6541 -0.5 -0.6 0.6
P -0.9813 -1.8218 -5.9354 -0.6 -2.1 -0.7
P -0.4650 1.7885 -5.2977 0.0 1.0 -3.4
C -0.6841 -0.6251 -7.2192 -0.5 0.5 -0.8
C -1.1514 0.7937 -6.8945 -0.7 0.0 0.8
H -1.1996 -0.9958 -8.1099 0.0 0.4 -0.3
H 0.3754 -0.6755 -7.4700 0.1 0.1 0.1
H -0.9246 1.4620 -7.7467 0.2 -0.1 0.7
H -2.2506 0.8389 -6.8142 0.3 -0.2 0.1
C -1.2997 3.3273 -5.8574 0.0 0.2 0.3
H -0.8751 4.1546 -5.2787 -0.2 0.1 -0.2
H -2.3728 3.2410 -5.6393 0.2 0.1 0.0
H -1.1840 3.5255 -6.9332 0.1 -0.1 0.4
C 1.1859 1.9909 -6.1413 0.2 0.2 0.7
H 1.0772 2.2842 -7.1962 -0.2 -0.1 0.4
H 1.7521 1.0504 -6.1115 -0.1 0.2 0.1
H 1.7438 2.7715 -5.6150 0.2 -0.2 -0.1
C -2.7433 -2.3521 -5.8958 -0.4 -0.2 -0.5
H -2.8900 -3.0130 -5.0188 0.2 0.4 -0.4
H -3.0427 -2.9295 -6.7887 0.1 0.3 0.2
H -3.4279 -1.4915 -5.7862 0.3 -0.3 0.0
C -0.0588 -3.2764 -6.5257 -0.3 -0.6 -0.3
H 0.9199 -2.9834 -6.9181 -0.1 0.0 0.1
H -0.5897 -3.8348 -7.3068 0.1 0.1 0.0
H 0.0996 -3.9662 -5.6870 0.0 0.1 -0.2
O -3.0262 -2.0491 5.2721 0.8 0.3 -1.0
S -2.4224 -2.7998 4.2009 -0.9 -2.1 1.0
O -1.2300 -3.5733 4.4663 -0.5 1.2 -0.6
N -2.2524 -1.9200 2.8096 2.2 1.9 1.5
C -3.0775 -2.2618 1.8007 -3.6 -3.8 -0.1
O -3.1313 -1.6978 0.6804 0.4 0.5 0.2
C -3.9537 -3.4121 2.2100 2.9 3.6 -1.2
C -4.9726 -4.0396 1.4769 -3.1 -2.5 -1.0
C -5.7015 -5.0657 2.0851 0.6 1.3 -1.4
C -5.3925 -5.4940 3.3899 -1.8 -1.3 -0.8
C -4.3568 -4.8758 4.1084 2.8 2.8 -0.2
C -3.6711 -3.8315 3.4873 -0.2 -2.0 3.3
H -5.1669 -3.6964 0.4645 -0.1 -0.2 0.2
H -6.5152 -5.5401 1.5457 0.2 0.1 0.1
H -5.9636 -6.2978 3.8465 0.1 0.2 -0.1
H -4.0757 -5.1729 5.1019 -0.1 -0.1 0.3
```
Forces are in eV/Å.

Here are the Löwdin charges for atoms 1 to 5, given in e: 1.141 -0.178 -0.113 -0.438 -0.057

# 3
Density functional theory data (the ωB97M-V functional and the def2-TZVPD basis) for a structure of composition C31H47NO3SbSe4Ta at a distorted geometry.

Results
- Energy above the lowest of the compared OMol25 structures with the same formula, charge and spin: 78.4 kcal/mol
- Max |F|: 0.0576 Eh/bohr
- HOMO level: -8.00 eV

```
88
Properties=species:S:1:pos:R:3:forces:R:3
Ta 0.0983 -0.2230 -0.0981 -0.6 2.7 -1.0
C -5.3188 -1.1458 -3.0704 0.0 0.0 0.0
C -4.5848 -1.6428 -1.8234 0.0 0.1 0.0
C -4.8355 -3.1534 -1.6792 0.0 0.0 0.0
C -5.1599 -0.9187 -0.6009 0.0 0.0 0.0
C -3.0703 -1.4420 -1.9123 -0.3 0.4 0.4
C -2.2951 -1.5724 -0.7662 0.0 -2.6 -1.1
C -0.9308 -1.9628 -0.9762 0.2 1.4 0.4
N -0.0616 -2.2838 0.1224 -1.5 1.5 -0.3
C -0.7272 -2.5045 1.3895 0.2 -0.6 -0.1
C -0.9957 -3.7866 1.8136 0.1 0.0 0.1
C -1.4003 -4.0200 3.1276 0.0 0.0 0.0
C -1.3610 -2.9383 3.9950 0.0 0.1 0.0
C -1.1133 -1.6188 3.5899 0.0 0.2 0.1
C -0.9653 -1.3906 2.2216 -0.3 -0.7 0.0
O -1.0397 -0.1869 1.5903 1.2 -0.4 -1.1
C -0.8219 -0.5360 4.6350 -0.2 0.1 0.0
C -1.6352 -0.7379 5.9233 0.0 0.0 -0.1
C 0.6747 -0.6501 4.9729 0.0 0.0 0.0
C -1.0970 0.8801 4.1094 0.1 0.1 0.0
C -1.8128 -5.4262 3.5557 0.0 0.0 0.0
C -0.6491 -6.4043 3.3481 0.0 0.0 0.0
C -2.2342 -5.4825 5.0242 0.0 0.0 0.0
C -3.0053 -5.8702 2.6956 0.0 0.0 0.0
C -0.2793 -1.2602 -2.1004 -0.5 -1.7 0.4
O 0.9715 -0.8298 -1.8680 -0.4 0.0 0.6
C -1.0650 -0.9957 -3.2374 0.1 0.1 -0.2
C -2.4282 -1.1981 -3.1290 0.1 0.1 -0.1
C -0.3992 -0.4949 -4.5164 0.0 0.0 0.1
C 0.2744 0.8634 -4.2515 0.0 0.0 0.0
C 0.6581 -1.5169 -4.9592 0.0 0.1 0.0
C -1.4124 -0.3184 -5.6467 0.0 0.0 0.0
H -6.3938 -1.2711 -2.9309 0.0 0.0 0.0
H -5.0404 -1.7106 -3.9612 0.0 0.0 0.0
H -5.1250 -0.0870 -3.2564 0.0 0.0 0.0
H -5.9065 -3.3480 -1.5865 0.0 0.0 0.0
H -4.3368 -3.5501 -0.7933 0.0 0.0 0.0
H -4.4617 -3.6937 -2.5511 0.0 0.0 0.0
H -6.2362 -1.0932 -0.5465 0.0 0.0 0.0
H -4.9936 0.1585 -0.6660 0.0 0.0 0.0
H -4.7283 -1.2758 0.3343 0.0 0.0 0.0
H -2.7393 -1.8101 0.1917 0.0 0.0 0.0
H -0.8402 -4.5996 1.1141 0.0 0.0 0.0
H -1.5413 -3.1124 5.0440 0.0 0.0 0.1
H -1.3171 -1.6186 6.4809 0.0 0.0 0.0
H -2.7019 -0.8348 5.7106 0.0 0.0 0.0
H -1.4960 0.1228 6.5793 0.0 0.0 0.0
H 0.8934 -1.6134 5.4377 0.0 0.0 0.0
H 0.9734 0.1500 5.6566 0.0 0.0 0.0
H 1.2816 -0.5746 4.0676 0.0 0.1 0.0
H -2.0538 0.9463 3.5922 0.0 0.0 0.1
H -0.3233 1.1976 3.4071 -0.1 0.0 0.0
H -1.1007 1.5822 4.9456 0.0 0.0 0.0
H 0.2223 -6.0970 3.9289 0.0 0.0 0.0
H -0.3528 -6.4603 2.2999 0.0 0.0 0.0
H -0.9378 -7.4086 3.6672 0.0 0.0 0.0
H -1.4037 -5.2468 5.6927 0.0 0.0 0.0
H -2.5757 -6.4909 5.2652 0.0 0.0 0.0
H -3.0540 -4.7929 5.2341 0.0 0.0 0.0
H -2.7409 -5.9053 1.6377 0.0 0.0 0.0
H -3.8441 -5.1810 2.8137 0.0 0.0 0.0
H -3.3377 -6.8676 2.9931 0.0 0.0 0.0
H -3.0322 -1.0718 -4.0132 0.0 0.0 0.0
H 1.1653 0.7497 -3.6385 0.0 0.0 0.0
H -0.4032 1.5463 -3.7379 0.0 0.0 0.0
H 0.5643 1.3097 -5.2055 0.0 0.0 0.0
H 1.3737 -1.7108 -4.1605 0.0 0.0 0.0
H 1.2091 -1.1287 -5.8188 0.0 0.0 0.0
H 0.1910 -2.4601 -5.2492 0.0 0.0 0.0
H -2.1813 0.4137 -5.3905 0.0 0.0 0.0
H -1.9013 -1.2599 -5.9068 0.0 0.0 0.0
H -0.8929 0.0406 -6.5361 0.0 0.0 0.0
C -1.7886 3.0083 0.3939 0.1 0.0 -0.1
C -2.1462 1.8654 -0.5468 -0.3 0.1 0.2
C -2.9647 2.3303 -1.7471 0.1 0.0 -0.1
O -0.9589 1.2248 -0.9966 0.9 -1.3 1.4
H -2.6854 3.3727 0.8986 0.0 0.0 0.0
H -1.3340 3.8372 -0.1533 0.0 0.0 0.0
H -1.0853 2.6651 1.1546 0.0 0.0 0.0
H -2.7435 1.1518 0.0355 0.1 -0.1 -0.1
H -2.2960 2.5519 -2.5802 0.0 0.1 0.0
H -3.5227 3.2375 -1.5109 -0.1 0.0 0.0
H -3.6696 1.5663 -2.0792 0.1 0.0 0.0
Se 2.8117 2.5389 4.1653 0.7 0.0 -0.9
Sb 5.0358 3.8448 4.1740 -0.3 -0.2 0.0
Se 1.9355 0.6888 1.1090 1.5 0.6 1.0
Se 3.6890 2.0470 1.9373 -1.0 -0.5 0.0
Se 5.0731 4.8459 6.2456 0.1 0.2 0.4
```
Forces are in eV/Å.

Here are the Löwdin charges for atoms 1 to 5, given in e: 1.502 -0.057 -0.547 -0.034 -0.040

| no. | M (u) | DFT total energy (hartree) |
| --- | --- | --- |
| 1 | 630.674 | -3721.22135 |
| 2 | 765.966 | -2660.34466 |
| 3 | 1100.269 | -11392.99718 |